(1)
{"formula": "C4H10N3", "method": "ωB97M-V/def2-TZVPD", "species": ["C", "C", "C", "C", "N", "N", "N", "H", "H", "H", "H", "H", "H", "H", "H", "H", "H"], "xyz": [[2.73389, 0.45227, -0.12158], [0.97146, -1.27459, -0.14549], [-0.17911, -0.31223, 0.19853], [-1.54490, -1.02989, 0.02072], [2.21500, -0.65936, -0.04380], [-0.05241, 0.88439, -0.53858], [-0.69938, 1.98530, -0.00316], [3.54437, 1.04409, 0.02705], [0.93014, -2.27570, 0.35834], [0.84507, -1.54677, -1.13579], [-0.18654, 0.01087, 1.39238], [-2.41082, -0.48076, 0.21848], [-1.65118, -2.05923, 0.50993], [-1.74401, -1.26494, -1.05622], [-1.73096, 1.73628, -0.24523], [-0.46507, 2.85666, -0.39743], [-0.57554, 1.93361, 0.96184]], "atomic_forces_ev_per_a": [[-5.570, -8.159, 0.524], [-1.194, -1.240, 1.615], [-1.805, 1.901, 3.558], [1.048, -3.078, -1.834], [3.733, 6.592, -0.331], [3.220, -1.007, -2.548], [-3.982, -3.289, -1.155], [2.100, 1.990, 0.049], [0.129, 1.227, 0.223], [-0.142, -0.369, -2.406], [0.439, -1.085, -2.051], [-1.068, 1.309, 1.114], [0.375, 1.579, -0.194], [0.684, 0.144, 0.478], [1.409, 1.569, 0.924], [0.674, 1.163, -0.760], [-0.051, 0.752, 2.794]], "nbo_charge": [0.419, -0.278, -0.061, -0.652, -0.195, -0.570, -0.494, 0.249, 0.271, 0.260, 0.130, 0.219, 0.239, 0.229, 0.412, 0.430, 0.391], "orbital_gap_ev": [6.83, 6.83], "molar_mass_g_mol": 100.14, "charge": 1, "relative_energy_kcal_mol": 148.7, "e_homo_ev": [-11.91, -11.91], "total_energy_ha": -322.22365, "lumo_energy_ev": [-5.080, -5.082]}

(2)
{"formula": "C4H10N3", "method": "ωB97M-V/def2-TZVPD", "species": ["C", "C", "C", "C", "N", "N", "N", "H", "H", "H", "H", "H", "H", "H", "H", "H", "H"], "xyz": [[1.86826, 0.84939, -0.50270], [0.97805, 1.92075, 0.26437], [0.15516, -0.85994, -1.31832], [-1.29220, -1.86069, 0.11018], [1.46380, -0.15986, -1.07687], [-0.75908, -0.69816, -0.33872], [-0.26158, 1.41916, 0.79055], [2.84613, 1.09090, -0.53162], [1.70661, 2.17925, 0.96136], [0.88197, 2.77433, -0.43160], [-0.25034, -0.44578, -2.37057], [0.43357, -1.85624, -1.60867], [-1.40683, -2.71756, -0.60099], [-0.67972, -2.41443, 0.72177], [-2.13639, -1.64296, 0.79593], [-0.46998, 1.14351, 1.74399], [-1.11890, 1.91950, 0.56381]], "atomic_forces_ev_per_a": [[-4.744, -0.655, -0.124], [-1.179, -0.785, -0.683], [1.418, 1.765, -3.337], [-3.102, -0.900, 0.749], [-0.211, -1.053, -0.692], [-0.296, 1.315, -0.630], [-0.136, 1.439, 0.059], [3.399, 0.810, -0.044], [0.735, 0.713, 1.922], [-0.389, -0.495, 0.304], [0.682, -0.334, 2.167], [0.177, -0.838, 0.260], [-0.562, 0.950, -0.357], [2.432, -1.026, 2.086], [-0.038, -0.472, -0.853], [1.418, -0.298, 0.172], [0.395, -0.137, -0.999]], "nbo_charge": [0.177, -0.304, -0.158, -0.511, -0.267, -0.135, -0.598, 0.219, 0.242, 0.256, 0.285, 0.214, 0.252, 0.271, 0.237, 0.414, 0.407], "orbital_gap_ev": [6.48, 8.36], "molar_mass_g_mol": 100.14, "charge": 1, "relative_energy_kcal_mol": 148.5, "e_homo_ev": [-13.49, -13.91], "total_energy_ha": -322.22387, "lumo_energy_ev": [-7.008, -5.555]}

(3)
{"formula": "C4H10N3", "method": "ωB97M-V/def2-TZVPD", "species": ["C", "C", "C", "C", "N", "N", "N", "H", "H", "H", "H", "H", "H", "H", "H", "H", "H"], "xyz": [[-1.63161, 0.81756, 0.11571], [-0.34198, 1.04277, 0.39067], [0.40447, 1.43209, 1.54079], [0.72392, -0.61691, -2.67921], [0.25467, -1.60473, 0.71207], [0.39508, -0.03183, -1.64749], [0.54013, 0.36370, -0.52864], [-1.82653, 0.54205, -0.91586], [-2.46210, 1.01281, 0.73582], [-0.24743, 1.52701, 2.46575], [1.02524, 2.38678, 1.52157], [1.05590, 0.52949, 1.59840], [1.22682, 0.02188, -3.48688], [0.38033, -1.69570, -2.70662], [0.90215, -2.28551, 0.53533], [-0.58249, -2.11396, 0.69659], [0.18342, -1.32748, 1.65200]], "atomic_forces_ev_per_a": [[1.014, 0.867, -1.028], [-2.027, -0.755, -2.439], [1.041, 0.606, 3.021], [-0.073, -1.014, -2.484], [-1.733, 1.154, -0.392], [0.695, 2.172, 3.204], [0.320, 0.100, -1.577], [-0.387, -0.499, 0.276], [-0.591, 0.396, 0.751], [0.740, -0.258, -1.157], [-0.772, -1.312, -0.494], [0.200, 1.111, 0.961], [-0.951, -1.356, 0.907], [0.773, 1.199, -0.520], [2.620, -1.898, 0.137], [-1.940, -0.913, -0.824], [1.070, 0.401, 1.659]], "nbo_charge": [-0.264, 0.105, -0.678, -0.083, -1.047, 0.032, 0.070, 0.202, 0.236, 0.257, 0.273, 0.245, 0.275, 0.260, 0.375, 0.368, 0.373], "orbital_gap_ev": 8.97, "molar_mass_g_mol": 100.14, "charge": 1, "relative_energy_kcal_mol": 126.6, "e_homo_ev": -14.17, "total_energy_ha": -322.25875, "lumo_energy_ev": -5.202}

(4)
{"formula": "C4H10N3", "method": "ωB97M-V/def2-TZVPD", "species": ["C", "C", "N", "C", "N", "C", "N", "H", "H", "H", "H", "H", "H", "H", "H", "H", "H"], "xyz": [[-1.35089, 0.75059, 0.75926], [0.13596, 0.32329, 0.54390], [1.11722, 1.06343, 1.17699], [0.32774, -1.09228, 0.72650], [0.87124, -2.12837, 0.26667], [0.50698, 0.27908, -1.15561], [-0.31605, -0.49516, -1.97209], [-1.37976, 1.76257, 1.08999], [-1.79641, 0.54275, -0.24602], [-1.86033, 0.14971, 1.43924], [0.77820, 1.62807, 1.98949], [1.94085, 0.52930, 1.39360], [0.89597, -3.02522, 0.63197], [1.50385, -0.00598, -1.22715], [0.21428, 1.36892, -1.20382], [-0.37491, -1.53005, -1.91197], [-1.21394, -0.12066, -2.30094]], "atomic_forces_ev_per_a": [[1.598, -0.443, -2.770], [-1.361, -1.358, 0.889], [-0.163, 1.578, 1.480], [2.969, -5.065, -3.139], [-2.908, 6.910, 1.817], [-3.475, 1.045, -0.078], [-1.114, -0.512, -0.156], [-0.159, 0.875, -0.173], [-0.181, 0.755, 0.956], [-0.639, -1.045, 1.313], [0.613, -0.806, -1.043], [0.406, 0.286, 0.132], [0.064, -2.237, 0.910], [1.874, -0.072, 0.132], [0.967, -1.074, -0.642], [0.710, 1.195, -0.044], [0.799, -0.033, 0.416]], "nbo_charge": [-0.599, -0.013, -0.779, 0.609, -0.545, -0.107, -0.802, 0.246, 0.229, 0.242, 0.410, 0.394, 0.442, 0.216, 0.251, 0.403, 0.403], "orbital_gap_ev": [8.10, 8.10], "molar_mass_g_mol": 100.14, "charge": 1, "relative_energy_kcal_mol": 82.0, "e_homo_ev": [-13.54, -13.54], "total_energy_ha": -322.32993, "lumo_energy_ev": [-5.448, -5.448]}

(5)
{"formula": "C4H10N3", "method": "ωB97M-V/def2-TZVPD", "species": ["C", "N", "C", "N", "C", "C", "N", "H", "H", "H", "H", "H", "H", "H", "H", "H", "H"], "xyz": [[2.07118, -0.15998, -0.46484], [0.60584, -0.11205, -0.52446], [-0.16094, 1.04057, -1.10960], [-1.53890, 0.87261, -0.86731], [-2.08922, 0.21352, 0.02076], [-1.31363, -0.73628, 0.95394], [0.13711, -0.41276, 0.89961], [2.38021, -1.23255, -0.04071], [2.31359, -0.21695, -1.47951], [2.53385, 0.75697, 0.02739], [0.29136, 0.90481, -2.20776], [0.10503, 1.94805, -0.69892], [-3.19258, 0.40409, 0.04626], [-1.66195, -0.60499, 2.03151], [-1.54502, -1.77768, 0.61035], [0.46591, 0.35629, 1.51790], [0.59816, -1.24365, 1.28538]], "atomic_forces_ev_per_a": [[-0.336, -0.861, 1.639], [-0.320, -1.617, 2.232], [1.749, -3.991, -1.520], [0.222, 1.789, -2.160], [-0.510, -0.426, 0.701], [-2.090, 0.595, 0.808], [0.327, 0.517, -0.727], [-0.455, 2.602, -0.576], [1.001, 0.200, -1.583], [-0.270, -1.348, -0.360], [-1.874, 0.839, 1.951], [0.826, 2.285, 0.698], [0.865, -0.961, 0.665], [0.467, -0.303, -1.365], [0.748, 0.786, 0.434], [-0.793, -0.204, -0.157], [0.441, 0.097, -0.681]], "nbo_charge": [-0.451, -0.258, -0.078, -0.378, 0.118, -0.317, -0.391, 0.226, 0.245, 0.205, 0.250, 0.202, 0.239, 0.257, 0.269, 0.420, 0.441], "orbital_gap_ev": 10.34, "molar_mass_g_mol": 100.14, "charge": 1, "relative_energy_kcal_mol": 89.0, "e_homo_ev": -13.92, "total_energy_ha": -322.31876, "lumo_energy_ev": -3.578}

(6)
{"formula": "C4H10N3", "method": "ωB97M-V/def2-TZVPD", "species": ["C", "C", "C", "C", "N", "N", "N", "H", "H", "H", "H", "H", "H", "H", "H", "H", "H"], "xyz": [[0.82128, -0.12704, -1.38031], [0.29396, 0.99206, -0.82801], [0.65080, -1.22854, -0.36208], [-1.13014, 1.33244, 1.25941], [0.27774, -0.49202, 0.82410], [-0.37942, -2.07036, -0.94212], [0.05442, 0.79826, 0.54597], [1.07741, -0.32408, -2.42853], [0.30384, 1.99174, -1.33135], [1.65584, -1.81290, -0.26348], [-1.09372, 2.39167, 1.43081], [-2.00320, 1.07476, 0.80825], [-1.31520, 1.00846, 2.27454], [0.62762, -0.59035, 1.80221], [-0.21075, -3.07355, -0.84680], [-1.00291, -1.73792, -1.65417], [1.37244, 1.86738, 1.09155]], "atomic_forces_ev_per_a": [[-1.134, 1.204, 1.032], [1.345, 0.312, -2.931], [1.679, -1.597, -2.369], [1.414, 1.609, 1.676], [0.262, -0.566, 1.902], [1.081, -1.046, 1.668], [0.939, 1.975, 1.645], [0.009, 0.285, 0.697], [-0.573, -0.969, 1.022], [-1.907, 0.866, 0.293], [0.370, 0.663, -0.734], [-2.284, -0.826, -2.086], [1.076, -0.960, 0.284], [-0.438, -0.605, -1.363], [-0.475, 0.707, -0.342], [0.152, 0.045, -0.022], [-1.517, -1.097, -0.374]], "nbo_charge": [-0.133, -0.096, 0.030, -0.427, -0.373, -0.850, -0.111, 0.273, 0.274, 0.245, 0.242, 0.236, 0.253, 0.427, 0.407, 0.404, 0.199], "orbital_gap_ev": [8.40, 7.52], "molar_mass_g_mol": 100.14, "charge": 1, "relative_energy_kcal_mol": 144.3, "e_homo_ev": [-13.64, -13.64], "total_energy_ha": -322.23060, "lumo_energy_ev": [-5.234, -6.126]}